1.
Density functional theory data (wB97M-V/def2-TZVPD) for a single C9H7NS molecule in a non-equilibrium geometry.

```
18
Properties=species:S:1:pos:R:3
C -0.596 -3.081 -0.103
C 0.350 -2.973 -1.135
C -0.128 -0.805 -0.143
C -0.854 -1.837 0.471
C 0.033 0.634 0.368
C 1.170 1.418 0.559
C 1.044 2.820 0.734
C -0.304 3.211 0.906
C -1.250 1.251 0.593
H -1.102 -3.985 0.257
H 0.595 -3.716 -1.994
H -1.553 -1.624 1.325
H 2.231 1.069 0.353
H 1.876 3.528 0.534
H -0.623 4.355 0.832
H -2.169 0.592 0.442
N -1.447 2.581 0.936
S 0.880 -1.382 -1.362
```

E_HOMO: -8.6 eV
Energy: -800.03581 a.u.
Spin multiplicity: 1
Energy above the lowest of the compared OMol25 structures with the same formula, charge and spin: 1.572 eV
Structure (SMILES): c1cncc(-c2cccs2)c1
LUMO level: 0.0206 hartree

These are the Löwdin partial charges, in e, on atoms 1 to 4: -0.190 -0.439 -0.530 -0.149

=====

2.
Density functional theory data (wB97M-V/def2-TZVPD) for 31 unconnected molecules or ions with the total composition C9H80O31 in a non-equilibrium geometry.

```
120
Properties=species:S:1:pos:R:3
O 13.799 11.632 14.793
H 13.545 10.761 15.098
H 13.860 12.157 15.590
O 14.092 13.903 13.072
H 13.773 13.178 13.610
H 13.867 14.689 13.571
O 14.934 6.260 8.764
H 15.668 6.274 9.379
H 15.344 6.161 7.904
O 11.779 10.623 9.426
H 12.632 10.247 9.210
H 11.609 11.252 8.725
O 11.694 6.439 15.193
H 10.740 6.503 15.231
H 11.892 6.346 14.261
O 17.282 6.949 10.256
H 17.631 6.739 11.122
H 16.666 7.664 10.412
O 13.706 9.017 8.498
H 14.498 9.455 8.807
H 13.692 8.185 8.972
O 8.842 6.354 14.847
H 8.783 6.976 14.122
H 8.629 5.508 14.454
O 12.857 7.519 5.796
H 13.417 8.040 6.372
H 13.372 6.735 5.605
O 14.882 5.976 13.864
H 14.199 6.088 13.202
H 14.539 5.302 14.451
O 15.280 12.620 10.377
H 14.696 13.173 10.896
H 16.157 12.958 10.562
O 17.860 5.833 12.846
H 17.268 5.951 13.589
H 18.734 5.973 13.210
O 15.694 9.688 10.333
H 15.609 10.636 10.227
H 16.080 9.578 11.202
O 10.609 10.587 16.502
H 9.976 10.261 15.862
H 11.412 10.101 16.315
O 16.625 12.691 13.092
H 15.790 13.062 13.379
H 16.838 13.170 12.291
O 11.159 12.742 13.212
H 11.812 12.211 13.668
H 10.417 12.779 13.816
O 10.056 11.232 11.377
H 10.491 11.870 11.943
H 10.715 11.003 10.722
O 12.247 5.993 9.860
H 11.551 6.406 9.350
H 13.044 6.153 9.354
O 12.533 6.105 12.640
H 12.423 6.997 12.310
H 12.403 5.548 11.873
O 8.998 13.018 14.809
H 8.785 13.153 15.733
H 8.913 12.073 14.679
O 16.911 9.954 12.619
H 16.579 10.837 12.777
H 16.647 9.456 13.392
O 12.795 9.003 16.021
H 13.412 8.808 16.726
H 12.330 8.179 15.874
C 9.555 7.624 7.699
O 10.864 7.123 7.604
H 9.524 8.687 7.938
H 9.149 7.558 6.690
H 8.957 7.147 8.476
H 11.240 7.505 6.807
C 11.020 13.476 6.825
O 11.604 12.336 7.470
H 10.241 13.818 7.506
H 11.738 14.279 6.655
H 10.588 13.247 5.851
H 12.523 12.218 7.220
C 11.214 14.944 10.173
O 10.903 15.078 11.544
H 11.372 15.906 9.688
H 12.128 14.353 10.105
H 10.474 14.338 9.651
H 11.158 14.295 12.038
C 16.161 8.792 16.191
O 16.083 8.558 14.741
H 15.332 9.406 16.543
H 16.079 7.902 16.815
H 17.053 9.370 16.434
H 15.678 7.716 14.521
C 7.605 10.065 15.044
O 8.793 10.236 14.335
H 7.056 10.999 15.168
H 6.959 9.400 14.472
H 7.851 9.607 16.002
H 8.596 10.024 13.420
C 7.312 11.086 9.690
O 7.739 10.210 10.650
H 7.415 12.124 10.007
H 7.862 10.930 8.763
H 6.245 10.983 9.495
H 8.632 10.495 10.857
C 15.534 12.252 7.341
O 14.274 12.640 7.789
H 15.728 11.203 7.562
H 15.520 12.353 6.256
H 16.366 12.904 7.606
H 14.274 12.517 8.741
C 8.635 7.100 11.729
O 9.410 7.882 12.723
H 8.353 7.740 10.894
H 9.224 6.273 11.332
H 7.723 6.621 12.087
H 10.171 8.270 12.286
C 12.720 9.526 12.416
O 11.908 8.600 11.731
H 12.345 9.766 13.410
H 13.758 9.197 12.475
H 12.640 10.439 11.826
H 11.664 8.937 10.865
```

E_HOMO: -9.5 eV
Energy: -2723.29145 a.u.
Spin multiplicity: 1
LUMO level: -0.0038 hartree

These are the Löwdin partial charges, in e, on atoms 1 to 4: -0.025 0.008 0.072 -0.030

=====

3.
Density functional theory data (wB97M-V/def2-TZVPD) for a molecular structure, C9H8BN4OS4Sn.

```
28
Properties=species:S:1:pos:R:3
Sn 0.071 -0.695 0.809
O -5.070 -5.417 0.676
C -4.283 -4.547 0.540
S -2.795 -4.714 -0.461
C -2.226 -3.114 -0.237
C -3.068 -2.222 0.603
S -2.708 -0.662 0.880
S -4.502 -2.904 1.244
S -0.860 -2.623 -0.965
B 2.044 2.231 -0.323
N 2.234 0.785 -0.927
C 3.268 0.490 -1.703
C 3.190 -0.838 -2.108
C 2.030 -1.299 -1.530
N 1.439 -0.307 -0.823
N 0.743 2.367 0.561
C 0.418 3.513 1.142
C -0.772 3.363 1.846
C -1.133 2.055 1.627
N -0.218 1.450 0.831
H 2.999 2.468 0.382
H 1.965 3.018 -1.238
H 4.004 1.247 -1.927
H 3.876 -1.378 -2.737
H 1.595 -2.282 -1.597
H 1.053 4.377 1.018
H -1.295 4.106 2.424
H -2.000 1.530 1.991
```

Charge: +1
E_HOMO: -12.1 eV
Energy: -2473.71887 a.u.
Spin multiplicity: 1
LUMO level: -0.2375 hartree

These are the Löwdin partial charges, in e, on atoms 1 to 4: 1.112 0.052 -0.914 1.065

=====

4.
Density functional theory data (wB97M-V/def2-TZVPD) for a single C9H8BrNO2 molecule in a non-equilibrium geometry.

```
21
Properties=species:S:1:pos:R:3
C -2.398 -0.819 1.300
C -1.203 -1.542 1.364
C -2.634 0.222 0.433
C -0.101 -1.100 0.648
C -0.337 0.062 -0.134
C -1.512 0.636 -0.415
C 1.265 -1.653 0.465
C 1.042 0.394 -0.820
C 1.658 1.716 -0.246
N 1.819 -0.729 -0.338
O 1.660 -2.701 0.937
O 0.862 0.409 -2.228
Br -1.832 1.893 -1.788
H -3.319 -1.214 1.837
H -1.193 -2.328 2.019
H -3.599 0.885 0.466
H 2.583 1.524 0.074
H 1.046 2.077 0.720
H 1.722 2.558 -0.984
H 2.726 -1.016 -0.765
H 1.744 0.724 -2.547
```

E_HOMO: -9.3 eV
Energy: -3126.98524 a.u.
Spin multiplicity: 1
Energy above the lowest of the compared OMol25 structures with the same formula, charge and spin: 0.355 eV
Structure (SMILES): C[C@@]1(O)NC(=O)c2cccc(Br)c21
LUMO level: 0.0102 hartree

These are the Löwdin partial charges, in e, on atoms 1 to 4: -0.098 0.004 -0.098 -0.055

=====

5.
Density functional theory data (wB97M-V/def2-TZVPD) for a gas-phase ion, C9H8BrO3 (charge -1) in a non-equilibrium geometry.

```
21
Properties=species:S:1:pos:R:3
C 0.895 -0.281 -2.520
C 0.166 0.800 -2.562
C 0.946 -1.338 -1.455
C -1.224 -0.509 1.495
C -0.715 0.898 1.911
C 0.704 -0.891 -0.011
C -0.835 -0.559 0.024
C 0.008 1.289 0.646
C 1.322 0.487 0.260
O -0.304 1.756 -3.004
O 1.245 -2.504 -1.735
O -0.840 0.782 -0.394
Br 2.619 0.560 1.784
H 1.310 -0.595 -3.485
H -0.751 -1.217 2.200
H -2.306 -0.752 1.496
H -1.580 1.595 1.966
H -0.299 1.049 2.860
H 0.924 -1.787 0.608
H -1.512 -1.073 -0.576
H 0.228 2.288 0.493
```

Charge: -1
E_HOMO: -2.4 eV
Energy: -3147.41448 a.u.
Spin multiplicity: 1
Energy above the lowest of the compared OMol25 structures with the same formula, charge and spin: 0.000 eV
LUMO level: 0.1290 hartree

These are the Löwdin partial charges, in e, on atoms 1 to 4: -0.018 -0.221 -0.375 -0.110

=====

6.
Density functional theory data (wB97M-V/def2-TZVPD) for a single C9H8F2N2 molecule in a non-equilibrium geometry.

```
21
Properties=species:S:1:pos:R:3
C -0.412 -2.092 1.402
C -0.460 -1.201 2.484
C -0.394 -1.533 0.069
C -0.580 0.180 2.292
C -0.267 0.620 -1.363
C -0.334 -0.142 -0.098
C -0.398 0.689 1.023
C -0.222 2.054 -0.720
C 0.391 3.212 -1.406
N -0.392 2.025 0.560
N 0.795 0.288 -2.298
F -0.133 3.329 -2.717
F 1.698 2.886 -1.648
H -0.184 -3.129 1.549
H -0.477 -1.602 3.449
H -0.489 -2.107 -0.831
H -0.617 0.856 3.139
H -1.306 0.609 -1.864
H 0.226 4.201 -0.939
H 1.649 0.566 -1.845
H 0.657 0.940 -3.056
```

E_HOMO: -9.0 eV
Energy: -656.97044 a.u.
Spin multiplicity: 1
Energy above the lowest of the compared OMol25 structures with the same formula, charge and spin: 0.000 eV
Structure (SMILES): N[C@@H]1C(C(F)F)=Nc2ccccc21
LUMO level: -0.0005 hartree

These are the Löwdin partial charges, in e, on atoms 1 to 4: -0.049 -0.082 0.008 -0.010

=====

7.
Density functional theory data (wB97M-V/def2-TZVPD) for 2 unconnected molecules or ions with the total composition C9H8FN3O2S in a non-equilibrium geometry.

```
24
Properties=species:S:1:pos:R:3
F 0.675 -0.311 0.253
N -0.147 1.539 -1.021
C -0.429 2.589 -0.329
C -0.974 3.685 -0.996
C -1.157 3.498 -2.381
C -0.824 2.319 -3.079
C -0.287 1.305 -2.284
H -0.245 2.570 0.721
H -1.244 4.621 -0.510
H -1.588 4.322 -2.954
H -0.980 2.229 -4.154
H -0.001 0.350 -2.659
C 1.413 -1.290 0.950
C 0.971 -1.152 2.410
O 1.177 -0.160 3.113
N 0.205 -2.231 2.869
C -0.245 -3.386 2.205
S -1.267 -4.516 2.897
N 0.341 -3.503 0.933
C 1.114 -2.594 0.205
O 1.465 -2.831 -0.961
H 2.285 -0.711 0.631
H -0.250 -2.045 3.792
H -0.009 -4.299 0.352
```

E_HOMO: -8.8 eV
Energy: -1160.52695 a.u.
Spin multiplicity: 1
Energy above the lowest of the compared OMol25 structures with the same formula, charge and spin: 0.802 eV
Structure (SMILES): O=C1NC(=S)NC(=O)C1F.c1ccncc1
LUMO level: -0.0423 hartree

These are the Löwdin partial charges, in e, on atoms 1 to 4: -0.028 0.017 -0.150 -0.050

=====

8.
Density functional theory data (wB97M-V/def2-TZVPD) for a single C9H8FNOS molecule in a non-equilibrium geometry.

```
21
Properties=species:S:1:pos:R:3
C -2.181 -0.506 2.259
C -2.269 -0.347 1.092
C 1.341 1.947 0.947
C 1.444 0.588 0.722
C 0.325 2.690 0.321
C 0.415 -0.129 0.108
C -0.650 1.967 -0.409
C -0.690 0.594 -0.399
C 0.627 -1.651 0.034
N -3.351 0.575 -0.848
O -0.279 -2.263 -0.829
F -1.519 2.712 -1.047
S -2.189 -0.349 -0.629
H -2.430 -0.405 3.298
H 2.137 2.444 1.485
H 2.202 0.037 1.171
H 0.201 3.688 0.361
H -0.080 -2.258 -1.838
H 1.673 -1.773 -0.363
H 0.480 -2.145 0.969
H -3.806 0.446 -1.782
```

E_HOMO: -8.4 eV
Energy: -975.58511 a.u.
Spin multiplicity: 1
Energy above the lowest of the compared OMol25 structures with the same formula, charge and spin: 4.151 eV
LUMO level: 0.0136 hartree

These are the Löwdin partial charges, in e, on atoms 1 to 4: 0.100 -0.307 -0.049 -0.056

=====

9.
Density functional theory data (wB97M-V/def2-TZVPD) for 2 unconnected molecules or ions with the total composition C9H8IN in a non-equilibrium geometry.

```
19
Properties=species:S:1:pos:R:3
C 2.114 0.126 1.331
C -2.543 1.500 -0.846
C -2.167 0.325 -1.475
C -1.795 2.036 0.189
C -1.012 -0.343 -1.070
C -0.631 1.387 0.605
C -0.336 0.248 -0.053
C 2.036 -2.321 0.734
C 2.243 -0.886 0.419
N 1.963 0.994 2.088
I 3.134 -0.394 -1.428
H -3.435 2.013 -1.174
H -2.757 -0.077 -2.286
H -2.096 2.954 0.670
H -0.696 -1.256 -1.550
H 0.004 1.773 1.397
H 2.998 -2.821 0.880
H 1.523 -2.832 -0.081
H 1.453 -2.425 1.649
```

E_HOMO (spin up / spin down): -8.6 / -8.8 eV
Energy: -700.05132 a.u.
Spin multiplicity: 1
Energy above the lowest of the compared OMol25 structures with the same formula, charge and spin: 2.572 eV
LUMO level (spin up / spin down): -0.0048 / -0.0432 hartree

These are the Löwdin partial charges, in e, on atoms 1 to 4: -0.391 -0.100 -0.090 -0.077

=====

The highest energy belongs to which entry?
C9H8F2N2